*one*
# C6H14N2

C6H14N2 in the gas phase (ωB97M-V/def2-TZVPD, the Open Molecules 2025 dataset).

Geometry (Å):
C  -0.272  -0.423  -0.960
C  -2.611  -0.765  -0.671
C  -1.356  0.116  1.150
C  1.374  1.555  -0.763
N  -1.484  0.059  -0.291
C  0.993  0.147  -0.388
N  2.918  -0.214  1.040
C  1.712  -0.587  0.459
H  3.090  0.781  1.042
H  3.118  -0.648  1.928
H  -0.220  -1.523  -0.895
H  -0.368  -0.155  -2.019
H  1.416  -1.600  0.698
H  -2.306  0.445  1.570
H  -3.522  -0.351  -0.238
H  -2.710  -0.756  -1.757
H  -2.505  -1.811  -0.339
H  -1.095  -0.858  1.596
H  -0.589  0.839  1.418
H  1.428  2.200  0.118
H  0.634  1.973  -1.443
H  2.351  1.574  -1.255

Calculated values
- Highest occupied orbital energy: -0.291 hartree
- Net charge: 0
- Structure (SMILES): C/C(=C\N)CN(C)C
- LUMO: 0.0356 hartree

These are the natural (NBO) partial charges, in e, on atoms 1 to 4: C -0.229; C -0.409; C -0.413; C -0.653

*two*
# C6H14N2

2 unconnected molecules or ions with the total composition C6H14N2 (ωB97M-V/def2-TZVPD, the Open Molecules 2025 dataset).

Geometry (Å):
C  -2.091  -0.474  0.015
C  -2.067  0.993  -0.258
C  0.562  -0.664  1.396
N  -1.787  -1.308  -0.897
H  -2.495  -0.766  0.991
H  -0.067  -1.274  -1.331
H  -1.967  -2.279  -0.650
H  -3.090  1.377  -0.258
H  -1.622  1.198  -1.227
H  -1.510  1.520  0.516
H  1.234  -0.099  2.033
H  0.616  -1.725  1.650
H  -0.390  -0.208  1.626
C  1.415  -0.490  -0.152
C  1.343  0.932  -0.573
C  2.010  1.921  0.005
N  0.975  -1.366  -1.164
H  1.146  -2.332  -0.907
H  2.433  -0.760  0.151
H  0.715  1.123  -1.432
H  1.924  2.940  -0.336
H  2.716  1.742  0.803

Calculated values
- Highest occupied orbital energy: -0.308 hartree
- Net charge: 0
- Structure (SMILES): C=C[C@@H](C)N.[H]/N=C/C
- LUMO: 0.0360 hartree

These are the natural (NBO) partial charges, in e, on atoms 1 to 4: C 0.178; C -0.684; C -0.653; N -0.668

Most stable: *one*

*one*
# C6H14N2

A molecular structure, C6H14N2 (ωB97M-V/def2-TZVPD, the Open Molecules 2025 dataset).

Geometry (Å):
C  -1.253  0.261  0.047
C  -1.422  1.281  1.127
C  -0.228  -1.697  -1.057
C  2.295  -1.116  0.318
C  -0.127  -0.492  -0.150
C  1.148  -0.134  0.428
N  -2.438  -0.093  -0.558
N  1.301  1.023  0.959
H  0.650  2.862  -1.193
H  -2.395  -0.602  -1.429
H  -3.206  0.551  -0.462
H  0.830  2.434  -0.540
H  2.238  1.191  1.321
H  -1.225  2.273  0.727
H  -2.434  1.244  1.529
H  -0.716  1.125  1.934
H  -0.319  -1.394  -2.107
H  -1.106  -2.298  -0.791
H  0.640  -2.343  -0.981
H  3.156  -0.744  0.874
H  2.595  -1.243  -0.722
H  2.018  -2.088  0.724

Calculated values
- Highest occupied orbital energy: -0.283 hartree
- Net charge: 0
- LUMO: 0.0362 hartree

These are the natural (NBO) partial charges, in e, on atoms 1 to 4: C 0.315; C -0.661; C -0.636; C -0.675

*two*
# C6H14N2

C6H14N2 in the gas phase (ωB97M-V/def2-TZVPD, the Open Molecules 2025 dataset).

Geometry (Å):
C  0.003  -0.498  0.178
C  0.796  0.855  0.077
C  0.514  -1.592  -0.773
C  1.743  1.016  1.272
C  -1.526  -0.388  0.041
N  -2.269  -1.312  0.754
N  1.588  1.008  -1.150
C  -2.139  0.536  -0.712
H  0.186  -0.881  1.194
H  0.103  1.703  0.131
H  -1.814  -1.669  1.590
H  -3.238  -1.050  0.910
H  2.025  1.929  -1.171
H  0.977  0.953  -1.964
H  0.307  -1.347  -1.821
H  2.480  0.208  1.317
H  0.028  -2.552  -0.563
H  1.593  -1.743  -0.658
H  2.282  1.969  1.224
H  1.176  1.014  2.210
H  -3.222  0.576  -0.784
H  -1.594  1.263  -1.301

Calculated values
- Highest occupied orbital energy: -0.297 hartree
- Net charge: 0
- Structure (SMILES): C=C(N)[C@@H](C)[C@@H](C)N
- LUMO: 0.0372 hartree

These are the natural (NBO) partial charges, in e, on atoms 1 to 4: C -0.260; C -0.038; C -0.597; C -0.607

Most stable: *two*

*one*
# C6H14N2

2 unconnected molecules or ions with the total composition C6H14N2 (ωB97M-V/def2-TZVPD, the Open Molecules 2025 dataset).

Geometry (Å):
C  0.379  1.776  1.383
C  0.302  0.557  2.255
C  0.123  0.626  3.567
C  0.444  -0.755  1.539
H  1.366  1.850  0.923
H  0.178  2.684  1.951
H  -0.336  1.709  0.562
H  0.082  -0.269  4.174
H  0.012  1.577  4.073
H  0.454  -1.597  2.229
H  1.363  -0.780  0.951
H  -0.385  -0.906  0.844
C  0.280  -0.750  -2.324
C  -0.942  -0.340  -2.041
N  -2.004  -1.263  -1.795
N  1.364  0.161  -2.491
H  0.472  -1.820  -2.405
H  -1.145  0.726  -1.977
H  -2.873  -0.925  -2.190
H  -2.165  -1.390  -0.803
H  2.018  -0.177  -3.184
H  1.873  0.299  -1.626

Calculated values
- Highest occupied orbital energy: -0.324 hartree
- Net charge: 0
- Structure (SMILES): C=C(C)C.N/C=C/N
- LUMO: 0.0360 hartree

These are the natural (NBO) partial charges, in e, on atoms 1 to 4: C -0.641; C 0.029; C -0.417; C -0.637

*two*
# C6H14N2

2 unconnected molecules or ions with the total composition C6H14N2 (ωB97M-V/def2-TZVPD, the Open Molecules 2025 dataset).

Geometry (Å):
N  -1.918  0.743  -0.053
C  -2.488  -0.413  0.643
C  -2.039  -0.597  3.097
C  -1.655  -0.763  1.841
H  -2.455  0.925  -0.892
H  -0.960  0.535  -0.324
H  -2.562  -1.299  -0.004
H  -3.501  -0.183  0.978
H  -1.371  -0.859  3.905
H  -3.015  -0.189  3.327
H  -0.663  -1.159  1.642
C  2.416  -1.015  -1.925
C  1.878  0.403  -1.900
C  1.745  1.608  0.085
N  1.253  0.687  -0.612
H  2.764  -1.272  -2.927
H  3.253  -1.123  -1.236
H  1.652  -1.741  -1.659
H  1.102  0.510  -2.662
H  2.668  1.131  -2.115
H  2.600  2.207  -0.250
H  1.298  1.864  1.041

Calculated values
- Highest occupied orbital energy: -0.327 hartree
- Net charge: 0
- Structure (SMILES): C=CCN.C=NCC
- LUMO: 0.0389 hartree

These are the natural (NBO) partial charges, in e, on atoms 1 to 4: N -0.844; C -0.255; C -0.395; C -0.169

Most stable: *one*

*one*
# C3H5NO

C3H5NO in the gas phase (ωB97M-V/def2-TZVPD, the Open Molecules 2025 dataset).

Geometry (Å):
O  -1.484  -0.684  -0.523
C  -0.776  -0.078  0.528
C  0.429  0.724  0.014
C  1.460  -0.183  -0.501
N  2.230  -0.955  -0.887
H  -0.910  -1.345  -0.935
H  -1.474  0.605  1.020
H  -0.437  -0.811  1.274
H  0.861  1.344  0.807
H  0.099  1.383  -0.795

Calculated values
- Highest occupied orbital energy: -0.405 hartree
- Net charge: 0
- Structure (SMILES): N#CCCO
- LUMO: 0.0285 hartree

These are the natural (NBO) partial charges, in e, on atoms 1 to 4: O -0.706; C -0.046; C -0.541; C 0.275

*two*
# C3H5NO

C3H5NO in the gas phase (ωB97M-V/def2-TZVPD, the Open Molecules 2025 dataset).

Geometry (Å):
C  -1.225  -0.900  -0.397
C  0.716  1.516  0.144
C  -0.122  -0.703  0.339
N  0.992  0.041  -0.013
O  2.017  -0.537  -0.263
H  -1.934  -1.679  -0.113
H  -1.749  -0.296  -1.056
H  1.355  2.247  -0.186
H  -0.292  1.736  0.393
H  0.244  -1.424  1.151

Calculated values
- Highest occupied orbital energy (spin up / spin down): -0.317 / -0.315 hartree
- Net charge: 0
- Structure (SMILES): C=C[N+](=C)[O-]
- LUMO (spin up / spin down): 0.0037 / 0.0027 hartree

These are the natural (NBO) partial charges, in e, on atoms 1 to 4: C -0.367; C -0.325; C -0.060; N 0.143

*three*
# C3H5NO

C3H5NO in the gas phase (ωB97M-V/def2-TZVPD, the Open Molecules 2025 dataset).

Geometry (Å):
C  -1.878  -0.295  -0.065
C  -0.532  -0.422  0.205
C  1.801  0.265  -0.026
H  -2.472  -1.250  -0.079
H  -2.292  0.721  -0.142
H  -0.142  -1.396  0.162
H  0.217  1.568  -0.121
H  2.535  1.081  -0.170
N  0.452  0.601  0.218
O  2.312  -0.873  0.017

Calculated values
- Highest occupied orbital energy: -0.336 hartree
- Net charge: 0
- Structure (SMILES): C=CNC=O
- LUMO: 0.0305 hartree

These are the natural (NBO) partial charges, in e, on atoms 1 to 4: C -0.467; C -0.010; C 0.516; H 0.226

Most stable: *one*

*one*
# C3H5NO

2 unconnected molecules or ions with the total composition C3H5NO (ωB97M-V/def2-TZVPD, the Open Molecules 2025 dataset).

Geometry (Å):
C  -0.060  1.674  0.869
C  -0.034  0.959  -0.178
C  0.225  -0.011  -0.962
N  1.136  -1.042  -0.601
O  0.724  -0.830  -1.969
H  -0.608  1.466  1.769
H  0.750  2.393  0.876
H  -2.460  -1.743  0.191
H  -1.830  -1.840  0.568
H  2.158  -1.025  -0.564

Calculated values
- Highest occupied orbital energy: -0.350 hartree
- Net charge: 0
- Structure (SMILES): C=C=C1NO1.[H][H]
- LUMO: 0.0264 hartree

These are the natural (NBO) partial charges, in e, on atoms 1 to 4: C -0.412; C -0.043; C 0.329; N -0.343

*two*
# C3H5NO

C3H5NO in the gas phase (ωB97M-V/def2-TZVPD, the Open Molecules 2025 dataset).

Geometry (Å):
O  -1.171  0.976  -1.748
C  -0.568  0.868  -0.709
C  -0.806  -0.204  0.384
N  0.576  -0.656  0.538
C  1.269  -0.321  -0.516
H  -1.195  0.237  1.311
H  -1.476  -1.001  0.046
H  0.928  -1.013  1.426
H  0.109  1.654  -0.305
H  2.333  -0.540  -0.428

Calculated values
- Highest occupied orbital energy: -0.319 hartree
- Net charge: 0
- LUMO: 0.0265 hartree

These are the natural (NBO) partial charges, in e, on atoms 1 to 4: O -0.564; C 0.398; C -0.322; N -0.522

Most stable: *two*

*one*
# C3H5NO

2 unconnected molecules or ions with the total composition C3H5NO (ωB97M-V/def2-TZVPD, the Open Molecules 2025 dataset).

Geometry (Å):
C  0.701  2.085  0.039
C  0.814  0.011  1.487
C  -1.385  -1.838  -0.784
N  0.850  1.052  0.825
O  -1.495  -0.675  -0.546
H  0.442  1.880  -0.968
H  1.222  2.898  0.251
H  1.661  -0.519  1.472
H  -1.102  -2.239  -1.726
H  -1.708  -2.656  -0.050

Calculated values
- Highest occupied orbital energy: -0.298 hartree
- Net charge: 0
- LUMO: 0.0313 hartree

These are the natural (NBO) partial charges, in e, on atoms 1 to 4: C -0.262; C -0.019; C 0.288; N -0.260

*two*
# C3H5NO

A molecular structure, C3H5NO (ωB97M-V/def2-TZVPD, the Open Molecules 2025 dataset).

Geometry (Å):
C  -2.068  0.174  0.072
C  0.417  0.337  0.204
C  1.650  -0.389  -0.151
N  -1.196  -0.695  -0.045
O  0.165  1.423  0.481
H  -3.156  -0.032  -0.040
H  -1.827  1.217  0.207
H  1.457  -1.253  -0.878
H  2.367  0.161  -0.565
H  2.191  -0.942  0.716

Calculated values
- Highest occupied orbital energy: -0.324 hartree
- Net charge: 0
- LUMO: 0.0334 hartree

These are the natural (NBO) partial charges, in e, on atoms 1 to 4: C -0.106; C 0.736; C -0.749; N -0.484

*three*
# C3H5NO

A molecular structure, C3H5NO (ωB97M-V/def2-TZVPD, the Open Molecules 2025 dataset).

Geometry (Å):
C  0.856  0.068  -1.311
C  -0.143  0.730  -0.594
C  -0.782  -0.482  0.813
N  1.608  -0.443  -2.020
O  0.463  -1.083  1.212
H  0.338  1.651  -0.081
H  -1.118  1.052  -1.131
H  -1.355  -1.326  0.381
H  -1.146  0.364  1.567
H  1.279  -0.530  1.164

Calculated values
- Highest occupied orbital energy: -0.369 hartree
- Net charge: 0
- LUMO: 0.0219 hartree

These are the natural (NBO) partial charges, in e, on atoms 1 to 4: C 0.232; C -0.583; C 0.001; N -0.307

*four*
# C3H5NO

C3H5NO in the gas phase (ωB97M-V/def2-TZVPD, the Open Molecules 2025 dataset).

Geometry (Å):
C  0.220  -0.244  -0.865
C  0.088  -0.120  0.598
C  -0.294  -1.254  1.334
H  0.217  2.751  -1.467
H  0.380  -1.296  -1.305
H  0.017  0.863  1.183
H  -0.582  -1.204  2.327
H  -0.292  -2.207  0.826
N  0.086  0.795  -1.694
O  0.159  1.916  -0.938

Calculated values
- Highest occupied orbital energy: -0.324 hartree
- Net charge: 0
- Structure (SMILES): C=C/C=N\O
- LUMO: 0.0191 hartree

These are the natural (NBO) partial charges, in e, on atoms 1 to 4: C -0.030; C -0.269; C -0.334; H 0.486

Most stable: *two*